A molecular structure, C22H24Br3N4O11V in a non-equilibrium geometry. Source: the OMol25 dataset; level of theory: the ωB97M-V functional and the def2-TZVPD basis.

Geometry as ORCA input:
```
! RIJCOSX wB97M-V def2-TZVPD def2/J DEFGRID3
* xyz 0 1
O -5.037 -3.493 1.615
V -4.510 -2.496 0.460
O -5.059 -1.039 0.691
C -0.745 -0.895 1.147
C -1.864 -1.926 1.248
O -2.378 -2.342 -0.004
H -0.274 -0.490 2.047
H -0.988 0.028 0.626
H 0.181 -1.347 0.777
H -2.642 -1.416 1.836
H -1.460 -2.755 1.836
C -5.673 0.369 3.859
N -4.495 1.311 3.790
O -4.808 2.491 3.890
O -3.428 0.865 3.462
H -5.847 0.167 2.805
H -6.547 0.749 4.377
H -5.236 -0.404 4.491
C 3.505 1.658 -4.409
C 4.041 1.107 -3.248
C 3.377 0.059 -2.586
C 2.135 -0.345 -3.071
C 1.579 0.269 -4.196
C 2.261 1.256 -4.861
N 1.349 -1.297 -2.323
O 1.798 -1.626 -1.232
O 0.229 -1.634 -2.665
H 4.126 2.355 -4.955
H 4.988 1.458 -2.864
H 3.729 -0.421 -1.685
H 0.597 -0.044 -4.524
H 1.904 1.661 -5.798
C -3.070 3.793 -0.415
C -2.935 4.055 -1.782
C -2.835 3.007 -2.694
C -2.795 1.675 -2.230
C -3.012 1.426 -0.900
C -3.174 2.471 -0.014
N -2.631 0.573 -3.215
O -2.391 -0.544 -2.786
O -2.527 0.915 -4.370
H -3.016 4.561 0.343
H -2.749 5.052 -2.157
H -2.703 3.208 -3.747
H -2.934 0.472 -0.394
H -3.343 2.379 1.052
C 5.168 -1.800 0.774
C 3.920 -1.332 1.100
C 3.162 -1.913 2.103
C 3.596 -3.099 2.661
C 4.835 -3.665 2.289
C 5.645 -2.972 1.393
N 2.693 -3.865 3.534
O 1.783 -3.299 4.103
O 2.895 -5.063 3.602
H 5.780 -1.306 0.031
H 3.508 -0.437 0.656
H 2.212 -1.456 2.339
H 5.122 -4.623 2.695
H 6.585 -3.447 1.148
C 1.821 2.716 0.788
Br 1.331 4.467 1.520
Br 0.530 2.071 -0.525
Br 1.941 1.395 2.273
H 2.780 2.751 0.287
*
```

Calculated values
- HOMO level (eV) = -9.445
- max |F| (eV Å⁻¹) = 3.76
- ΔE to the lowest compared entry with this formula, charge and spin (kcal/mol) = 18.54
- Kohn-Sham gap (eV) = 6.98

Results of the Löwdin charge analysis, in e, for atoms 1 through 6:
1. O -0.348
2. V 1.113
3. O -0.327
4. C -0.111
5. C -0.398
6. O -0.304



A molecular structure, C22H24BrN5O2PdS2Se. Source: the OMol25 dataset; level of theory: the ωB97M-V functional and the def2-TZVPD basis.

Geometry as ORCA input:
```
! RIJCOSX wB97M-V def2-TZVPD def2/J DEFGRID3
* xyz 2 3
Pd -0.507 -0.565 -1.886
C 2.421 -1.924 -2.713
O 1.546 -1.918 -1.578
C 2.151 -1.814 -0.337
C 3.519 -1.760 -0.146
C 4.000 -1.654 1.157
Br 5.860 -1.613 1.429
C 3.148 -1.565 2.235
C 1.765 -1.577 2.033
C 1.281 -1.733 0.746
O -0.080 -1.776 0.450
C 0.891 -1.414 3.208
N 1.320 -1.539 4.425
C 0.219 -1.269 5.230
C 0.117 -1.260 6.621
C -1.107 -0.943 7.168
C -2.218 -0.640 6.357
C -2.136 -0.652 4.981
C -0.893 -0.977 4.441
N -0.453 -1.103 3.132
H 2.993 -0.996 -2.771
H 1.779 -2.023 -3.585
H 3.096 -2.777 -2.667
H 4.218 -1.815 -0.966
H 3.517 -1.469 3.247
H -0.491 -2.484 0.968
H 0.974 -1.497 7.236
H -1.225 -0.929 8.242
H -3.163 -0.402 6.828
H -2.998 -0.433 4.366
H -0.950 -0.780 2.320
S -2.452 -1.932 -1.795
C -2.449 -1.373 -3.394
N -2.506 -2.111 -4.479
C -2.261 -1.445 -5.765
C -2.632 0.013 -5.542
S -2.315 0.333 -3.765
H -2.555 -3.119 -4.402
H -2.869 -1.898 -6.545
H -1.207 -1.558 -6.030
H -3.697 0.192 -5.680
H -2.061 0.699 -6.162
C -0.904 2.897 1.267
N -0.530 3.424 -0.052
C -0.835 4.681 -0.503
C -0.328 4.790 -1.756
N 0.276 3.594 -2.050
C 0.974 3.293 -3.302
C 0.137 2.759 -1.008
Se 0.862 1.035 -0.810
H -1.247 3.731 1.871
H -0.037 2.440 1.738
H -1.702 2.166 1.161
H -1.370 5.393 0.099
H -0.332 5.617 -2.443
H 1.206 4.233 -3.793
H 0.340 2.686 -3.946
H 1.896 2.762 -3.085
*
```

Calculated values
- HOMO level (alpha / beta) (eV) = -12.298 / -12.292
- max |F| (eV Å⁻¹) = 0.60
- ΔE to the lowest compared entry with this formula, charge and spin (kcal/mol) = 40.73
- Kohn-Sham gap (alpha / beta) (eV) = 6.42 / 3.33

Results of the natural (NBO) charge analysis, in e, for atoms 1 through 6:
1. Pd 0.688
2. C -0.258
3. O -0.542
4. C 0.227
5. C -0.299
6. C -0.073



2 unconnected molecules or ions with the total composition C22H24ClFN3O in a non-equilibrium geometry. Source: the OMol25 dataset; level of theory: the ωB97M-V functional and the def2-TZVPD basis.

Geometry as ORCA input:
```
! RIJCOSX wB97M-V def2-TZVPD def2/J DEFGRID3
* xyz 1 1
Cl -1.456 2.693 16.402
C -1.565 1.082 15.611
N -1.020 1.059 14.239
C -1.755 1.999 13.278
C -1.174 1.908 11.881
N -0.170 0.849 11.993
F 0.531 0.240 10.105
C -0.662 -0.500 12.316
C -1.191 -0.360 13.702
C 1.018 1.297 12.759
C 0.480 1.405 14.169
H -1.020 0.386 16.243
H -2.619 0.816 15.593
H -2.792 1.698 13.305
H -1.686 2.994 13.710
H -1.914 1.640 11.108
H -0.654 2.842 11.575
H -1.411 -0.749 11.560
H 0.195 -1.169 12.213
H -0.676 -0.995 14.397
H -2.246 -0.558 13.755
H 1.829 0.555 12.640
H 1.351 2.270 12.339
H 0.578 2.403 14.583
H 0.971 0.713 14.835
C 4.266 1.707 7.462
C 3.648 0.565 6.984
C 2.365 0.228 7.370
C 1.706 1.030 8.315
C 0.364 0.632 8.815
C -0.081 -0.772 8.542
O -1.284 -0.986 8.315
C 0.912 -1.912 8.640
C 1.974 -1.944 9.549
C 2.894 -3.034 9.558
C 2.710 -4.093 8.643
C 1.646 -4.082 7.757
C 0.726 -3.007 7.753
C -0.800 1.633 8.458
N -1.655 2.417 8.413
C 2.251 2.244 8.740
C 3.535 2.600 8.296
H 5.303 1.924 7.204
H 4.169 -0.123 6.292
H 1.841 -0.631 6.920
H 2.084 -1.136 10.272
H 3.713 -3.032 10.269
H 3.421 -4.946 8.660
H 1.486 -4.914 7.044
H -0.137 -3.020 7.092
H 1.660 2.921 9.374
H 3.981 3.525 8.611
*
```

Calculated values
- HOMO level (eV) = -11.563
- max |F| (eV Å⁻¹) = 4.72
- ΔE to the lowest compared entry with this formula, charge and spin (kcal/mol) = 0.00
- Kohn-Sham gap (eV) = 9.13

Results of the natural (NBO) charge analysis, in e, for atoms 1 through 6:
1. Cl 0.006
2. C -0.200
3. N -0.213
4. C -0.243
5. C -0.254
6. N -0.394



A molecular structure, C22H24F3N5SSiTa. Source: the OMol25 dataset; level of theory: the ωB97M-V functional and the def2-TZVPD basis.

Geometry as ORCA input:
```
! RIJCOSX wB97M-V def2-TZVPD def2/J DEFGRID3
* xyz 3 1
Ta 0.138 0.200 -0.019
C -0.814 -3.584 -0.709
C -1.794 -2.575 -0.209
C -3.137 -2.864 -0.016
C -4.005 -1.876 0.423
C -3.559 -0.573 0.658
C -2.225 -0.341 0.455
N -1.367 -1.323 0.058
N -1.504 0.910 0.572
Si -2.218 2.530 1.277
C -3.716 2.879 0.241
C -0.835 3.722 0.974
C -2.556 2.154 3.050
H -1.135 -3.963 -1.680
H -0.769 -4.445 -0.040
H 0.187 -3.165 -0.818
H -3.496 -3.864 -0.217
H -5.051 -2.112 0.575
H -4.229 0.211 0.976
H -3.593 2.621 -0.813
H -3.897 3.957 0.280
H -4.623 2.401 0.610
H -0.526 3.767 -0.074
H 0.036 3.533 1.603
H -1.186 4.727 1.228
H -3.052 3.021 3.498
H -1.642 1.977 3.620
H -3.225 1.303 3.190
F 4.905 0.822 1.964
C 4.207 0.533 3.070
F 3.654 1.665 3.518
F 5.024 0.051 3.988
C 3.118 -0.471 2.727
C 3.037 -1.717 3.332
C 2.019 -2.607 2.982
C 1.110 -2.241 2.021
N 1.198 -1.033 1.420
C 2.164 -0.166 1.775
S 1.997 1.357 0.868
H 3.767 -1.993 4.083
H 1.941 -3.573 3.459
H 0.300 -2.884 1.711
N -0.036 1.119 -4.130
C -0.548 1.095 -2.924
N 0.297 0.500 -2.045
C 1.442 0.119 -2.806
C 2.611 -0.531 -2.430
C 3.542 -0.752 -3.428
C 3.318 -0.344 -4.752
C 2.156 0.300 -5.129
C 1.227 0.515 -4.120
H -0.493 1.523 -4.940
H -1.514 1.502 -2.669
H 2.811 -0.845 -1.411
H 4.471 -1.251 -3.187
H 4.079 -0.537 -5.495
H 1.986 0.617 -6.149
*
```

Calculated values
- HOMO level (eV) = -18.057
- max |F| (eV Å⁻¹) = 0.27
- ΔE to the lowest compared entry with this formula, charge and spin (kcal/mol) = 0.00
- Kohn-Sham gap (eV) = 7.19

Results of the natural (NBO) charge analysis, in e, for atoms 1 through 6:
1. Ta 2.174
2. C -0.671
3. C 0.305
4. C -0.236
5. C -0.036
6. C -0.260



8 unconnected molecules or ions with the total composition C22H24F7NO23P in a non-equilibrium geometry. Source: the OMol25 dataset; level of theory: the ωB97M-V functional and the def2-TZVPD basis.

Geometry as ORCA input:
```
! RIJCOSX wB97M-V def2-TZVPD def2/J DEFGRID3
* xyz -1 1
N 0.407 -4.124 4.579
P 0.044 -2.818 3.765
C 1.414 -1.998 2.757
O 1.240 -2.049 1.516
O 2.332 -1.562 3.449
H -0.139 -4.922 4.276
H -0.981 -3.017 2.820
H -0.425 -1.779 4.603
C -1.604 -1.360 -0.836
C -0.331 -0.556 -1.003
O -0.273 0.174 0.198
C -0.915 -0.550 1.150
O -0.839 -0.345 2.312
O -1.657 -1.525 0.581
F -0.414 0.317 -2.058
H -2.471 -0.785 -1.171
H -1.582 -2.326 -1.332
H 0.574 -1.154 -1.102
C 2.542 -0.313 -4.527
C 1.102 -0.299 -5.002
O 0.688 -1.633 -4.745
C 1.432 -2.105 -3.712
O 1.163 -3.072 -3.076
O 2.493 -1.304 -3.493
F 0.995 -0.052 -6.330
H 3.209 -0.644 -5.324
H 2.880 0.635 -4.122
H 0.457 0.387 -4.459
C -3.459 2.324 -5.870
C -3.148 1.168 -4.937
O -1.733 1.183 -4.912
C -1.309 2.448 -5.186
O -0.201 2.833 -5.018
O -2.333 3.185 -5.666
F -3.576 -0.018 -5.420
H -3.473 1.980 -6.905
H -4.380 2.847 -5.635
H -3.522 1.289 -3.919
C -0.195 3.395 2.323
C 0.815 3.284 3.446
O 0.347 4.283 4.355
C -0.995 4.422 4.172
O -1.719 4.992 4.918
O -1.372 3.827 3.023
F 2.067 3.610 3.052
H 0.096 4.159 1.601
H -0.377 2.451 1.816
H 0.840 2.317 3.950
C -4.920 1.051 2.535
C -4.565 -0.407 2.746
O -5.403 -1.059 1.802
C -5.648 -0.191 0.789
O -6.106 -0.482 -0.266
O -5.285 1.063 1.149
F -4.872 -0.833 3.991
H -5.780 1.330 3.145
H -4.097 1.735 2.717
H -3.523 -0.651 2.530
C 2.716 4.820 6.353
C 2.967 3.740 7.385
O 4.367 3.831 7.586
C 4.760 5.099 7.287
O 5.814 5.564 7.563
O 3.766 5.752 6.644
F 2.654 2.507 6.933
H 2.848 4.427 5.346
H 1.746 5.299 6.439
H 2.465 3.897 8.342
C 2.804 -5.837 -4.268
C 3.981 -5.810 -5.223
O 4.023 -7.141 -5.699
C 2.767 -7.668 -5.600
O 2.419 -8.674 -6.118
O 1.989 -6.866 -4.844
F 5.152 -5.515 -4.611
H 3.125 -6.139 -3.270
H 2.260 -4.901 -4.205
H 3.859 -5.137 -6.074
*
```

Calculated values
- HOMO level (eV) = -4.296
- max |F| (eV Å⁻¹) = 1.08
- Kohn-Sham gap (eV) = 5.85

Results of the Löwdin charge analysis, in e, for atoms 1 through 6:
1. N -0.358
2. P 0.726
3. C -0.865
4. O -0.114
5. O -0.075
6. H -0.084



A molecular structure, C22H24FeN6 in a non-equilibrium geometry. Source: the OMol25 dataset; level of theory: the ωB97M-V functional and the def2-TZVPD basis.

Geometry as ORCA input:
```
! RIJCOSX wB97M-V def2-TZVPD def2/J DEFGRID3
* xyz 2 5
Fe -0.034 -0.062 -0.488
C 1.494 0.220 2.269
N 0.086 0.079 1.895
C -0.453 -1.208 2.375
C -1.326 -1.971 1.410
C -2.263 -2.871 1.889
C -2.937 -3.687 0.996
C -2.655 -3.581 -0.359
C -1.734 -2.637 -0.761
N -1.082 -1.845 0.103
C -0.716 1.214 2.351
C -1.917 1.423 1.470
C -3.080 2.003 1.945
C -4.118 2.252 1.061
C -3.965 1.908 -0.275
C -2.775 1.334 -0.671
N -1.767 1.098 0.182
C 2.376 -0.599 1.364
C 3.658 -0.963 1.740
C 4.429 -1.708 0.865
C 3.894 -2.083 -0.361
C 2.621 -1.660 -0.674
N 1.876 -0.921 0.166
H 1.669 -0.058 3.314
H 1.785 1.268 2.168
H -1.000 -1.070 3.312
H 0.390 -1.867 2.600
H -2.455 -2.943 2.952
H -3.667 -4.402 1.350
H -3.139 -4.217 -1.087
H -1.490 -2.505 -1.806
H -0.110 2.120 2.284
H -1.019 1.107 3.397
H -3.166 2.265 2.991
H -5.033 2.713 1.409
H -4.751 2.084 -0.994
H -2.607 1.054 -1.704
H 4.045 -0.665 2.706
H 5.435 -2.002 1.137
H 4.453 -2.690 -1.057
H 2.159 -1.919 -1.620
C 2.174 1.342 -2.618
C 0.993 0.677 -3.233
N 0.009 0.059 -2.587
C -0.883 -0.392 -3.548
C -0.426 -0.047 -4.773
N 0.756 0.622 -4.553
H 2.079 1.341 -1.532
H 2.258 2.376 -2.952
H 3.100 0.828 -2.880
H -1.788 -0.912 -3.287
H -0.822 -0.213 -5.759
H 1.342 1.019 -5.272
*
```

Calculated values
- HOMO level (alpha / beta) (eV) = -15.047 / -15.044
- max |F| (eV Å⁻¹) = 1.02
- Kohn-Sham gap (alpha / beta) (eV) = 9.76 / 9.28

Results of the natural (NBO) charge analysis, in e, for atoms 1 through 6:
1. Fe 1.533
2. C -0.261
3. N -0.478
4. C -0.271
5. C 0.221
6. C -0.230